No. 1
Entry from OMol25: a cluster of 10 separate species, C10H40O10 in total in a non-equilibrium geometry (ωB97M-V/def2-TZVPD).

Structure (XYZ):
```
60
Properties=species:S:1:pos:R:3:forces:R:3:lowdin_spin:R:1
C 1.55762 -3.49171 1.51276 0.9466 0.3527 -0.9149 0.00
O 0.64949 -4.40885 2.09767 -0.8340 0.1936 0.5221 0.00
H 2.57133 -3.89225 1.51969 0.0548 -0.0298 0.3441 0.00
H 1.32450 -3.36221 0.45589 -0.1973 0.3427 -0.0061 0.00
H 1.56134 -2.52932 2.02452 -0.2969 -0.2384 0.0426 0.00
H 0.85729 -5.26359 1.71318 -0.2629 -0.2781 0.1613 0.00
C 0.88645 3.03041 3.23931 -0.0717 -0.2055 0.2857 0.00
O 1.56489 2.65048 4.45730 -0.4412 0.5901 -0.9022 0.00
H 0.75738 2.14189 2.62127 -0.3170 -0.0793 -0.1391 0.00
H -0.07490 3.48568 3.47731 -0.0520 -0.3930 0.3425 0.00
H 1.36670 3.77327 2.60244 0.7146 0.0470 0.2886 0.00
H 2.36059 2.18637 4.18700 0.1477 0.0329 0.0857 0.00
C -0.55097 0.22321 -0.07716 -0.9982 0.1572 -1.1963 0.00
O 0.38125 -0.42437 0.71073 0.3167 -0.2843 0.8730 0.00
H -0.89638 1.20918 0.23372 0.2684 0.0503 0.5661 0.00
H -0.21288 0.34229 -1.10653 0.1842 -0.0036 -0.1993 0.00
H -1.44322 -0.40068 -0.12960 -0.1470 -0.1215 0.0049 0.00
H 1.02921 0.22560 0.99230 0.4729 0.2011 -0.0599 0.00
C -3.50086 -1.86159 -2.19649 0.3817 -0.3992 -0.1484 0.00
O -3.99720 -3.02230 -1.48320 0.1306 0.8080 0.2542 0.02
H -3.20921 -1.07267 -1.50320 -0.1991 -0.0698 0.2884 0.00
H -2.60923 -2.07083 -2.78752 -0.1162 -0.2908 0.0242 0.00
H -4.23685 -1.44336 -2.88314 -0.2933 -0.2979 0.2019 0.00
H -3.49845 -3.81995 -1.67452 0.1019 0.1815 -0.5345 0.00
C 3.52992 2.37133 -0.62794 -0.0867 0.1561 0.8763 0.00
O 2.39711 2.10224 0.21446 0.7166 -1.2079 -0.3988 0.00
H 3.24592 2.65639 -1.64095 -0.0464 0.0776 -0.0217 0.00
H 4.12179 3.15506 -0.15511 0.0450 0.2709 -0.2850 0.00
H 4.19425 1.50831 -0.67221 -0.3496 -0.2398 0.0256 0.00
H 1.77776 2.83157 0.13643 -0.0652 0.5089 0.1794 0.00
C 0.03643 -2.55647 -2.42310 2.2145 -0.8164 -0.4293 0.00
O 0.75243 -3.31120 -3.45884 -1.9720 0.2026 0.7436 0.00
H -0.41764 -1.60921 -2.71400 -0.0311 -0.1262 -0.4714 0.00
H -0.68810 -3.19349 -1.91580 -0.0398 -0.1746 -0.3473 0.00
H 0.84255 -2.34617 -1.72021 -0.3705 0.4380 0.6159 0.00
H 1.42707 -2.72693 -3.81253 0.1864 0.3850 0.0246 0.00
C -2.55591 -2.98869 1.51409 0.4147 0.7803 1.1434 0.11
O -1.89540 -3.45400 2.72689 -3.7228 1.2523 -1.1573 0.76
H -2.76467 -3.83352 0.85774 0.4329 -0.6699 -0.3347 0.06
H -3.52408 -2.50458 1.64206 0.0069 -0.4063 1.1005 0.00
H -1.92788 -2.25531 1.00829 0.7539 -0.3558 -0.2523 0.03
H -0.97772 -3.69862 2.58684 2.7059 -0.8379 -0.8282 0.01
C 0.13898 3.49912 -1.44620 -0.7796 0.1904 -0.3862 0.00
O 0.74533 4.07355 -0.29808 -0.1751 0.1743 -0.2859 0.00
H -0.70415 2.88137 -1.13697 0.0542 -0.3042 -0.1395 0.00
H -0.28562 4.28440 -2.07162 0.1945 0.0297 -0.2363 0.00
H 0.84872 2.91437 -2.03137 0.0675 0.0827 0.2783 0.00
H 0.07634 4.67350 0.03973 0.2465 0.2062 0.4536 0.00
C -3.13497 3.07691 2.44919 -0.7147 -0.6032 -0.2094 0.00
O -2.66645 3.40126 3.73195 0.3779 0.1485 0.0546 0.00
H -3.70142 2.15055 2.54453 -0.4088 -0.0171 -0.3947 0.00
H -3.78946 3.85744 2.06122 0.0509 0.0430 0.1585 0.00
H -2.37028 2.86981 1.70056 0.5161 0.2119 0.0525 0.00
H -2.60367 2.56167 4.19319 0.1997 0.2292 0.3308 0.00
C 2.86491 -0.28939 -2.91492 0.5524 0.3554 1.7223 0.00
O 2.46735 -1.15151 -3.92392 -0.4537 -0.1230 -1.0232 0.00
H 2.91654 0.77573 -3.14063 -0.0759 -0.0227 -0.5815 0.00
H 2.17383 -0.37034 -2.07590 -0.2008 -0.1281 -0.0680 0.00
H 3.83210 -0.59711 -2.51749 0.2504 0.1216 0.0382 0.00
H 2.98047 -0.96295 -4.71306 0.0125 -0.0970 -0.1318 0.00
```
Positions in Å, forces in eV/Å.

As for the energy relative to the best compared isomer or geometry (same formula, charge and spin): 1.1580 eV. As for the net charge: +1. For the highest occupied orbital energy (spin up / spin down), the calculation gives -12.3 / -12.3 eV. Its spin multiplicity is 2.

=====

No. 2
Entry from OMol25: the ion C3H10N8O2 with charge +2 in a non-equilibrium geometry (ωB97M-V/def2-TZVPD).

Structure (XYZ):
```
23
Properties=species:S:1:pos:R:3:forces:R:3:lowdin_spin:R:1
C 0.37021 -1.43758 1.19983 -1.6649 -0.2165 -1.7558 0.00
C -0.66064 1.10611 -1.20292 -0.4036 -1.5751 4.4042 0.00
C 1.41604 -0.24314 -0.28303 -1.5814 1.4333 -0.0752 0.00
N 1.51384 -1.29993 0.55598 -1.5760 -1.2654 2.4254 0.00
N -0.72511 -0.58014 0.71650 2.4143 0.8424 0.6958 0.01
N 0.01324 0.21101 -0.34285 -2.8989 -1.1903 -0.7524 0.01
N 0.08805 -2.39813 2.07309 -1.9301 1.6327 -0.6308 0.00
N -0.00565 1.67898 -2.18125 1.5968 -0.7263 -3.4023 0.00
N -2.07664 -1.28116 0.40136 8.5235 3.7226 0.2570 0.51
N -1.85086 1.59685 -0.82886 1.2418 1.4180 -1.5014 0.01
N 2.16173 0.87768 0.43477 2.2752 -0.0325 0.4528 0.00
O -2.43847 -2.03818 1.22299 -3.4345 -5.3268 5.4918 0.75
O -2.51638 -0.86446 -0.61129 -4.6309 1.6739 -7.1646 0.71
H 1.90645 -0.50773 -1.17080 0.5647 0.4741 -1.8084 0.00
H 0.91209 -2.68177 2.46188 2.3534 -1.8254 1.5776 0.00
H -0.78711 -2.50389 2.61112 0.9113 0.3561 -0.6433 0.00
H 0.54747 1.10704 -2.86843 0.0712 0.1158 1.6900 0.00
H -0.56042 2.15297 -2.87663 -0.7402 0.9668 0.3815 0.00
H -2.42972 1.37544 -0.03952 0.3094 -0.3200 0.3014 0.00
H -1.96169 2.54445 -1.20969 -0.7129 -0.6180 0.1875 0.00
H 3.10690 0.32742 0.50995 -1.5205 1.9520 0.6610 0.00
H 1.68904 1.00529 1.35556 0.8000 -0.4238 -0.4044 0.00
H 2.28764 1.85287 0.07224 0.0323 -1.0676 -0.3874 0.00
```
Positions in Å, forces in eV/Å.

As for the net charge: +2. For the highest occupied orbital energy (spin up / spin down), the calculation gives -15.3 / -17.6 eV. Its spin multiplicity is 3.

=====

No. 3
Entry from OMol25: the molecule C5H9NO in a non-equilibrium geometry (ωB97M-V/def2-TZVPD).

Structure (XYZ):
```
16
Properties=species:S:1:pos:R:3:forces:R:3:lowdin_charge:R:1
C 1.26485 -0.09300 -1.76388 -0.1743 0.1147 -0.5695 -0.01
N 0.76463 -0.38792 -0.44471 0.2227 0.6579 1.0506 -0.24
C 1.41211 -0.00487 0.60936 0.5260 0.1086 0.8877 0.05
C -0.47676 -0.90732 -0.28305 -0.3588 -0.7757 -0.4524 -0.07
C -1.54548 -0.40662 0.50918 0.3093 -0.0348 0.2048 -0.51
O -2.64343 -0.95509 0.49602 -0.0048 -0.1982 -0.0344 0.01
C -1.38192 0.84680 1.30333 -0.0874 0.3600 0.3678 -0.04
H 2.35285 -0.05092 -1.84084 -0.1526 -0.3166 0.2777 0.10
H 0.86374 0.86691 -2.06157 -0.1759 0.1704 -0.2476 0.10
H 0.82112 -0.87094 -2.36607 0.1934 -0.0779 -0.6414 0.10
H 1.27263 -0.50351 1.53119 -0.7135 -0.4054 0.6254 0.09
H 2.14385 0.76584 0.65844 0.5654 0.4938 -0.7924 0.08
H -0.75203 -1.72587 -0.89885 -0.0761 -0.4854 -0.8386 0.11
H -2.39499 1.22718 1.38933 0.0565 0.3601 0.1490 0.08
H -0.99792 0.61802 2.29508 -0.0851 0.0057 0.1441 0.08
H -0.70325 1.58129 0.86703 -0.0447 0.0227 -0.1309 0.07
```
Positions in Å, forces in eV/Å.

As for the energy relative to the best compared isomer or geometry (same formula, charge and spin): 3.2633 eV. As for the net charge: 0. For the highest occupied orbital energy (spin up / spin down), the calculation gives -7.7 / -7.7 eV.

=====

No. 4
Entry from OMol25: a cluster of 2 separate species, C3H9N2O2 in total in a non-equilibrium geometry (ωB97M-V/def2-TZVPD).

Structure (XYZ):
```
16
Properties=species:S:1:pos:R:3:forces:R:3:lowdin_charge:R:1
C -0.84818 0.13633 0.26975 0.3437 0.4188 0.5438 -0.18
C 2.03729 0.65743 -0.43717 1.0987 -1.5559 -2.3525 -0.04
C 1.57199 -0.48664 0.35906 -3.3578 1.2039 3.6650 -0.22
N -1.23973 1.42493 0.37016 1.2347 0.3552 1.9819 0.10
N -1.73081 -0.79795 0.00396 0.6703 -0.5401 -0.2733 -0.04
O 1.58062 -1.73850 0.08263 1.1806 0.2444 -1.6171 0.14
O -3.02539 -0.48696 -0.48010 1.3265 0.8952 -0.6483 0.02
H 1.69225 1.61942 -0.07156 0.2330 -0.1773 0.3386 0.08
H 3.22577 0.53551 -0.40498 -2.3866 0.6359 -0.5511 0.16
H 1.52576 0.51808 -1.49937 1.7313 0.3776 1.7995 0.15
H 1.23111 -0.36934 1.42400 1.0295 0.1724 -1.1007 0.15
H -0.75444 2.01629 1.13172 -0.7691 -1.3453 -2.1039 0.15
H -2.22788 1.57174 0.39598 -0.7861 0.2918 -0.2025 0.08
H -1.29639 -1.72231 -0.17046 -1.2665 0.5954 -0.2734 0.16
H 1.96988 -1.81304 -0.81193 -0.2427 -0.7190 -0.0307 0.16
H -3.71183 -1.06497 -0.16167 -0.0396 -0.8529 0.8249 0.11
```
Positions in Å, forces in eV/Å.

As for the energy relative to the best compared isomer or geometry (same formula, charge and spin): 5.5526 eV. As for the net charge: +1. For the highest occupied orbital energy, the calculation gives -13.6 eV.

=====

No. 5
Entry from OMol25: a cluster of 2 separate species, C2H9N3 in total in a non-equilibrium geometry (ωB97M-V/def2-TZVPD).

Structure (XYZ):
```
14
Properties=species:S:1:pos:R:3:forces:R:3:lowdin_charge:R:1
C 2.01004 -1.64153 -0.06221 -1.3287 0.5345 0.5269 -0.15
N 1.79119 -1.22729 -1.24079 0.6447 -0.2893 0.2115 0.01
H 2.57098 -1.08083 0.69431 0.2739 0.0036 -0.5830 0.06
H 1.39502 -2.44344 0.34984 0.4613 -0.4815 0.0862 0.06
H 1.18172 -1.91592 -1.68416 -0.1142 0.2586 -0.2232 0.04
N -1.42560 -0.09906 1.02786 0.7343 0.6862 -0.2349 -0.01
C -0.74831 1.16680 0.62069 -0.6273 -0.4451 0.8251 -0.38
N -1.03817 1.53199 -0.74314 -0.2966 0.0272 -0.4905 -0.01
H -2.39378 -0.01996 0.73063 0.0670 0.0149 0.0368 0.06
H -1.04425 -0.88543 0.51682 0.0973 -0.0079 -0.0790 0.03
H -1.16638 1.91015 1.30384 -0.0243 0.2249 -0.3085 0.10
H 0.32309 1.15308 0.86063 -0.1132 -0.5359 -0.0692 0.09
H -0.97856 2.51662 -0.95410 0.0778 0.0946 0.2246 0.06
H -0.47701 1.03484 -1.42022 0.1480 -0.0847 0.0770 0.05
```
Positions in Å, forces in eV/Å.

As for the energy relative to the best compared isomer or geometry (same formula, charge and spin): 1.4405 eV. As for the net charge: 0. The SMILES is C=N.NCN. For the highest occupied orbital energy, the calculation gives -9.1 eV.

=====

No. 6
Entry from OMol25: the ion C4H5BrFN2 with charge +1 in a non-equilibrium geometry (ωB97M-V/def2-TZVPD).

Structure (XYZ):
```
13
Properties=species:S:1:pos:R:3:forces:R:3:lowdin_charge:R:1
C 0.21237 0.85924 -0.67591 1.1107 -1.0469 1.7322 0.10
N -0.83728 0.17706 -0.26593 -2.7695 -0.3513 0.1596 0.04
C -0.85057 -1.20882 0.01975 -1.4907 0.3384 0.4019 -0.04
N 0.16566 -1.66208 0.62458 -2.0654 -1.4594 -1.4624 0.14
C 1.26601 -1.04626 0.72516 4.1314 0.1085 2.6559 -0.18
C 2.08888 -0.52896 -0.27574 -0.0051 -0.7101 0.0014 -0.73
F 2.05541 -1.12208 -1.47678 -0.2372 0.7466 0.3231 0.04
Br 3.76779 0.19484 0.17865 -0.6384 -0.0317 -0.3197 0.90
H 0.44091 1.59373 0.01546 0.4149 2.4681 0.4200 0.10
H 0.63850 0.84236 -1.61855 0.7939 -0.6110 -1.7053 0.10
H -1.53046 0.79481 0.22815 0.6452 -1.3612 -0.2487 0.20
H -1.76436 -1.81520 0.06941 0.1356 0.7032 -0.5905 0.16
H 1.65309 -1.18731 1.78985 -0.0255 1.2069 -1.3676 0.18
```
Positions in Å, forces in eV/Å.

As for the net charge: +1. The SMILES is C=[NH+]/C=N\C=C(/F)Br. For the highest occupied orbital energy, the calculation gives -14.1 eV.